(1)
11 unconnected molecules or ions with the total composition C42H80O22S7 in a non-equilibrium geometry. Source: the Open Molecules 2025 dataset; level of theory: ωB97M-V with the def2-TZVPD basis set.

```
! RIJCOSX wB97M-V def2-TZVPD def2/J DEFGRID3
* xyz 0 1
C -23.155 -18.946 16.331
C -24.597 -18.951 16.006
C -25.482 -20.091 16.525
O -26.702 -19.423 16.918
C -26.506 -18.092 16.941
O -27.319 -17.295 17.219
O -25.224 -17.793 16.613
H -22.654 -19.775 15.819
H -22.912 -18.974 17.391
H -22.665 -18.073 15.889
H -24.744 -18.861 14.927
H -25.043 -20.594 17.387
H -25.698 -20.788 15.720
C -27.450 -18.809 9.954
C -26.461 -19.144 11.034
C -26.946 -18.948 12.481
O -26.961 -20.266 13.035
C -26.529 -21.160 12.128
O -26.434 -22.318 12.323
O -26.167 -20.558 10.978
H -26.948 -18.966 8.991
H -27.799 -17.778 9.941
H -28.289 -19.505 9.973
H -25.482 -18.677 10.930
H -27.958 -18.552 12.571
H -26.297 -18.271 13.037
O -29.786 -14.522 12.847
S -29.037 -15.535 13.551
O -29.414 -16.926 13.598
C -27.339 -15.426 12.957
C -26.490 -15.517 14.214
C -27.175 -14.655 15.266
C -28.646 -14.994 15.234
H -27.205 -14.439 12.517
H -27.179 -16.211 12.220
H -26.357 -16.554 14.534
H -25.479 -15.182 13.965
H -27.029 -13.593 15.052
H -26.759 -14.846 16.253
H -29.397 -14.234 15.447
H -28.925 -15.863 15.833
O -22.558 -13.200 8.508
S -23.993 -13.047 8.376
O -24.599 -11.872 8.927
C -24.593 -13.209 6.659
C -25.181 -14.604 6.599
C -25.870 -14.807 7.960
C -24.780 -14.553 8.982
H -23.723 -12.992 6.042
H -25.361 -12.448 6.557
H -25.896 -14.701 5.783
H -24.394 -15.347 6.452
H -26.295 -15.808 8.065
H -26.723 -14.137 8.102
H -24.041 -15.351 9.043
H -25.051 -14.292 10.008
O -16.490 -12.815 13.055
S -16.709 -13.768 12.010
O -16.307 -15.142 12.205
C -18.408 -13.794 11.481
C -18.345 -14.096 10.011
C -17.223 -13.174 9.467
C -16.064 -13.146 10.459
H -18.796 -12.774 11.549
H -18.933 -14.474 12.144
H -18.056 -15.131 9.811
H -19.234 -13.825 9.448
H -17.631 -12.173 9.322
H -16.902 -13.518 8.483
H -15.787 -12.113 10.673
H -15.146 -13.673 10.216
O -17.363 -14.972 6.359
S -18.513 -15.803 6.570
O -18.483 -16.856 7.545
C -19.987 -14.820 6.873
C -20.999 -15.393 5.898
C -20.232 -15.558 4.586
C -19.059 -16.447 4.970
H -19.743 -13.786 6.612
H -20.192 -14.817 7.938
H -21.354 -16.372 6.227
H -21.873 -14.744 5.833
H -19.982 -14.587 4.158
H -20.884 -16.052 3.860
H -18.192 -16.516 4.323
H -19.458 -17.442 5.174
O -17.068 -20.032 10.272
S -18.118 -19.619 11.145
O -19.496 -19.734 10.722
C -17.910 -20.412 12.746
C -17.850 -19.324 13.803
C -18.192 -17.960 13.192
C -17.791 -17.948 11.729
H -16.949 -20.915 12.646
H -18.675 -21.178 12.834
H -18.486 -19.542 14.660
H -16.846 -19.252 14.228
H -17.690 -17.130 13.692
H -19.265 -17.745 13.267
H -16.711 -17.884 11.589
H -18.282 -17.227 11.083
O -23.490 -20.248 13.278
S -22.550 -21.210 12.777
O -21.152 -21.058 13.107
C -23.059 -22.877 13.169
C -22.611 -23.665 11.961
C -22.994 -22.850 10.706
C -22.736 -21.371 10.988
H -24.153 -22.836 13.161
H -22.647 -23.218 14.113
H -21.541 -23.891 11.914
H -23.048 -24.664 11.891
H -24.020 -23.035 10.396
H -22.370 -23.160 9.864
H -23.650 -20.801 10.818
H -21.887 -20.875 10.526
O -19.875 -10.793 11.570
S -20.886 -10.700 12.600
O -20.645 -10.089 13.864
C -22.367 -9.961 11.906
C -23.506 -10.962 12.237
C -23.017 -11.975 13.285
C -21.607 -12.307 12.882
H -22.253 -10.007 10.827
H -22.520 -8.982 12.337
H -24.383 -10.436 12.613
H -23.799 -11.526 11.354
H -23.665 -12.851 13.274
H -23.065 -11.557 14.292
H -21.607 -12.823 11.916
H -21.014 -12.895 13.579
C -21.341 -15.986 11.189
C -22.636 -15.971 11.934
C -23.024 -17.222 12.656
O -23.319 -14.968 11.989
H -21.461 -15.424 10.265
H -20.969 -16.999 11.041
H -20.603 -15.501 11.832
H -22.764 -18.113 12.088
H -24.059 -17.234 12.981
H -22.372 -17.261 13.542
C -24.764 -19.170 6.661
C -23.822 -18.837 7.783
C -22.376 -19.218 7.588
O -24.245 -18.375 8.814
H -25.060 -20.219 6.681
H -24.350 -18.969 5.671
H -25.669 -18.557 6.729
H -21.942 -18.546 6.837
H -22.263 -20.242 7.230
H -21.781 -19.094 8.485
*
```

Results
**SMILES string**: C[C@H]1COC(=O)O1.C[C@H]1COC(=O)O1.O=S1(=O)CCCC1.O=S1(=O)CCCC1.O=S1(=O)CCCC1.O=S1(=O)CCCC1.O=S1(=O)CCCC1.O=S1(=O)CCCC1.O=S1(=O)CCCC1.CC(C)=O.CC(C)=O
**HOMO level**: -10.10 eV

(2)
9 unconnected molecules or ions with the total composition C42H84Cl2FN13O11P in a non-equilibrium geometry. Source: the Open Molecules 2025 dataset; level of theory: ωB97M-V with the def2-TZVPD basis set.

```
! RIJCOSX wB97M-V def2-TZVPD def2/J DEFGRID3
* xyz 1 1
C -6.255 0.589 -0.812
C -6.403 1.720 -1.826
C -5.160 1.822 -2.707
C -4.987 3.175 -3.408
C -4.119 2.979 -4.650
C -3.556 4.239 -5.330
C -3.080 5.353 -4.411
C -1.645 5.124 -3.893
C -1.631 4.752 -2.412
C -0.650 3.646 -2.010
Cl -1.363 2.102 -2.502
O 0.553 3.717 -2.707
C 1.403 4.708 -2.162
C 2.596 5.014 -3.059
C 2.512 4.356 -4.422
F 1.543 5.010 -5.159
N 1.748 4.399 -0.785
C 2.806 3.394 -0.521
C 2.898 2.248 -1.509
C 3.781 1.091 -1.017
C 3.067 -0.255 -1.042
N 2.238 -0.391 -2.248
C 3.072 -0.416 -3.467
C 1.566 -1.670 -2.155
C 0.072 -1.651 -2.099
O 2.179 -2.699 -2.141
C 0.599 4.278 -0.035
N 0.642 4.832 1.176
Cl -0.698 4.828 2.201
P 2.037 5.662 1.869
O 1.707 7.079 2.055
N -0.530 3.737 -0.509
C -1.055 2.583 0.273
C -0.208 1.561 0.689
C -0.792 0.516 1.418
C -2.165 0.607 1.679
C -2.909 1.699 1.232
N -2.353 2.680 0.520
H -5.226 0.563 -0.460
H -6.426 -0.351 -1.328
H -6.907 0.678 0.042
H -6.544 2.686 -1.348
H -7.241 1.533 -2.492
H -5.100 1.004 -3.422
H -4.298 1.728 -2.045
H -5.952 3.575 -3.712
H -4.530 3.836 -2.679
H -3.335 2.272 -4.400
H -4.752 2.486 -5.383
H -2.714 3.907 -5.935
H -4.300 4.608 -6.028
H -3.035 6.254 -5.016
H -3.765 5.586 -3.604
H -1.249 4.319 -4.501
H -1.030 6.002 -4.048
H -1.487 5.613 -1.766
H -2.606 4.350 -2.162
H 0.822 5.630 -2.127
H 2.596 6.077 -3.266
H 3.544 4.795 -2.581
H 2.299 3.296 -4.373
H 3.451 4.546 -4.931
H 2.656 2.977 0.473
H 3.768 3.900 -0.455
H 1.901 1.855 -1.683
H 3.239 2.563 -2.485
H 4.209 1.313 -0.044
H 4.634 1.018 -1.684
H 2.443 -0.356 -0.155
H 3.825 -1.038 -1.043
H 2.653 -1.122 -4.173
H 3.044 0.546 -3.967
H 4.095 -0.734 -3.284
H -0.307 -0.641 -2.162
H -0.309 -2.238 -2.927
H -0.253 -2.150 -1.194
H 3.117 5.559 0.994
H 2.254 5.087 3.128
H 0.850 1.522 0.487
H -0.245 -0.344 1.778
H -2.647 -0.168 2.254
H -3.960 1.778 1.456
O -0.145 -2.036 2.867
C 0.229 -3.181 2.627
N 1.194 -3.420 1.711
C -0.345 -4.381 3.309
H 1.510 -4.345 1.493
H 1.608 -2.641 1.232
H -1.418 -4.419 3.115
H -0.181 -4.291 4.383
H 0.118 -5.306 2.970
O -1.549 9.205 -3.708
C -0.425 9.665 -3.679
N 0.166 10.177 -4.790
C 0.402 9.706 -2.412
H 1.090 10.566 -4.792
H -0.360 10.167 -5.648
H 0.532 8.690 -2.042
H -0.132 10.287 -1.662
H 1.383 10.151 -2.567
O 6.451 4.855 2.494
C 6.161 5.378 3.555
N 5.843 6.698 3.623
C 6.125 4.618 4.860
H 5.594 7.166 4.474
H 5.867 7.226 2.768
H 7.112 4.204 5.053
H 5.409 3.802 4.777
H 5.840 5.249 5.701
O -7.181 -0.831 1.816
C -7.057 -2.038 1.746
N -5.835 -2.637 1.804
C -8.239 -2.965 1.588
H -5.707 -3.629 1.747
H -5.029 -2.047 1.908
H -8.767 -2.708 0.672
H -8.910 -2.826 2.434
H -7.945 -4.012 1.542
O 1.179 -7.365 3.343
C 2.389 -7.521 3.379
N 3.207 -6.897 2.489
C 3.061 -8.406 4.394
H 4.205 -6.998 2.483
H 2.780 -6.308 1.799
H 2.686 -9.421 4.291
H 2.827 -8.042 5.393
H 4.143 -8.428 4.275
O 5.937 -7.218 -0.347
C 5.122 -7.773 -1.058
N 3.941 -7.174 -1.376
C 5.341 -9.148 -1.641
H 3.242 -7.595 -1.958
H 3.773 -6.255 -1.006
H 5.487 -9.856 -0.827
H 6.236 -9.130 -2.260
H 4.501 -9.481 -2.249
O -3.265 -4.031 3.930
C -3.496 -3.468 4.986
N -2.540 -2.758 5.637
C -4.855 -3.512 5.643
H -2.708 -2.288 6.505
H -1.628 -2.694 5.214
H -5.114 -4.549 5.846
H -5.591 -3.090 4.961
H -4.884 -2.954 6.578
O 2.877 -11.761 4.924
C 2.054 -12.307 4.214
N 0.875 -11.708 3.893
C 2.273 -13.686 3.637
H 0.184 -12.141 3.310
H 0.692 -10.790 4.261
H 2.415 -14.390 4.455
H 3.172 -13.671 3.023
H 1.436 -14.021 3.027
*
```

Results
**HOMO level**: -10.98 eV

(3)
12 unconnected molecules or ions with the total composition C42H84Cl4O25 in a non-equilibrium geometry. Source: the Open Molecules 2025 dataset; level of theory: ωB97M-V with the def2-TZVPD basis set.

```
! RIJCOSX wB97M-V def2-TZVPD def2/J DEFGRID3
* xyz 1 2
C -11.026 -14.129 11.815
Cl -10.441 -15.540 12.722
Cl -12.251 -14.498 10.507
H -11.426 -13.638 12.702
H -10.204 -13.529 11.424
C -7.510 -18.775 7.843
Cl -8.833 -18.722 9.097
Cl -7.099 -20.494 7.475
H -7.939 -18.374 6.925
H -6.650 -18.189 8.167
C 1.646 -8.900 7.712
C 0.257 -8.756 8.253
O -0.463 -9.924 8.147
C -1.616 -10.008 8.746
O -2.288 -9.096 9.184
O -1.843 -11.301 8.841
C -2.732 -11.817 9.780
H 1.565 -9.442 6.771
H 2.287 -9.470 8.384
H 2.161 -7.944 7.615
H -0.291 -8.051 7.627
H 0.194 -8.353 9.263
H -2.643 -12.885 9.977
H -3.733 -11.608 9.401
H -2.789 -11.471 10.812
C -12.622 -17.424 8.662
C -14.096 -17.732 8.324
O -14.950 -16.679 8.687
C -16.206 -16.619 8.385
O -16.770 -17.315 7.489
O -16.757 -15.684 9.100
C -18.184 -15.366 8.938
H -12.620 -17.278 9.742
H -12.263 -16.521 8.168
H -11.828 -18.139 8.446
H -14.392 -18.663 8.806
H -14.286 -17.773 7.251
H -18.773 -16.262 8.739
H -18.258 -14.649 8.120
H -18.546 -14.915 9.861
C -9.885 -6.334 8.153
C -8.433 -6.768 7.666
O -7.867 -7.687 8.599
C -7.279 -8.864 8.189
O -7.181 -9.304 6.989
O -7.002 -9.555 9.391
C -6.386 -10.801 9.365
H -10.697 -7.049 8.023
H -10.178 -5.449 7.588
H -9.857 -6.052 9.205
H -7.804 -5.885 7.779
H -8.325 -7.018 6.611
H -5.389 -10.814 8.924
H -6.969 -11.611 8.927
H -6.308 -11.117 10.406
C -2.574 -15.950 5.194
C -3.666 -16.175 4.225
O -4.566 -17.268 4.436
C -4.252 -18.553 3.935
O -3.185 -18.950 3.388
O -5.312 -19.399 4.246
C -5.154 -20.818 4.128
H -2.977 -15.984 6.206
H -2.317 -14.892 5.140
H -1.712 -16.603 5.058
H -3.200 -16.139 3.240
H -4.363 -15.342 4.308
H -4.640 -21.292 3.291
H -6.150 -21.217 4.320
H -4.565 -20.985 5.029
C -9.063 -14.696 9.022
C -7.912 -14.956 10.033
O -6.874 -14.122 9.525
C -5.779 -14.600 8.832
O -5.431 -15.799 8.715
O -5.218 -13.585 8.180
C -4.077 -13.965 7.409
H -9.588 -13.741 9.046
H -9.826 -15.457 9.184
H -8.793 -14.908 7.988
H -7.697 -16.001 9.809
H -8.154 -14.731 11.072
H -4.345 -14.664 6.617
H -3.397 -14.535 8.042
H -3.572 -13.065 7.058
O -4.613 -17.006 12.345
C -4.844 -18.221 12.458
O -5.142 -18.901 13.564
C -5.287 -18.229 14.828
C -5.591 -19.369 15.945
C -4.884 -18.984 11.194
H -5.965 -17.384 14.950
H -4.341 -17.776 15.124
H -6.528 -19.904 15.790
H -5.408 -19.112 16.988
H -4.977 -20.253 15.771
H -4.081 -19.720 11.149
H -4.877 -18.151 10.491
H -5.775 -19.612 11.227
O -2.599 -13.652 12.458
C -3.071 -14.252 13.412
O -4.216 -13.940 14.056
C -5.144 -13.042 13.472
C -6.066 -13.600 12.464
C -2.411 -15.432 14.037
H -4.558 -12.255 12.996
H -5.563 -12.563 14.357
H -6.806 -14.216 12.976
H -5.579 -14.231 11.722
H -6.579 -12.822 11.898
H -3.136 -16.102 14.498
H -1.590 -15.162 14.703
H -2.026 -15.881 13.121
O -9.705 -14.880 5.037
C -8.830 -15.649 4.741
O -8.895 -17.089 4.997
C -10.172 -17.618 5.437
C -11.223 -17.648 4.224
C -7.386 -15.253 4.424
H -10.614 -17.074 6.272
H -9.913 -18.563 5.915
H -10.607 -18.004 3.398
H -11.609 -16.670 3.938
H -11.999 -18.363 4.498
H -6.728 -15.553 5.239
H -7.389 -14.164 4.390
H -6.989 -15.532 3.448
O 0.726 -10.586 0.805
C 0.441 -9.978 1.825
O -0.095 -10.343 3.052
C -0.424 -11.703 3.327
C -0.664 -11.830 4.834
C 0.620 -8.517 1.732
H 0.423 -12.365 3.146
H -1.252 -11.968 2.670
H -0.712 -10.820 5.242
H 0.196 -12.324 5.286
H -1.619 -12.340 4.952
H -0.006 -8.046 0.975
H 1.682 -8.438 1.499
H 0.347 -8.077 2.691
O -0.570 -14.118 6.843
C 0.432 -14.431 7.442
O 0.538 -14.863 8.725
C -0.543 -15.219 9.541
C -1.016 -16.704 9.481
C 1.697 -14.526 6.657
H -1.321 -14.498 9.288
H -0.246 -14.886 10.536
H -0.319 -17.424 9.909
H -1.090 -17.038 8.447
H -2.030 -16.806 9.870
H 2.019 -13.620 6.145
H 1.549 -15.107 5.747
H 2.530 -15.022 7.155
*
```

Results
**HOMO level (spin up / spin down)**: -11.19 / -11.19 eV

What is the formula in the first record? C42H80O22S7